Entry 1:
Computed, not measured: a cluster of 10 separate species, C4H32N3O9 in total, with wB97M-V/def2-TZVPD.

Geometry as XYZ:
```
48
Properties=species:S:1:pos:R:3
N -0.005 1.362 -0.220
C 1.553 1.190 -0.019
C 1.840 1.361 1.436
N 1.210 0.503 2.478
C 1.585 -0.976 2.483
C 0.327 -1.964 2.099
N -0.662 -1.933 3.081
H -0.556 0.450 -0.266
H -0.211 1.840 -1.051
H -0.324 1.941 0.604
H 1.990 2.045 -0.612
H 2.003 0.247 -0.575
H 1.825 2.434 1.915
H 2.915 1.064 1.472
H 0.220 0.791 2.468
H 2.304 -1.090 1.598
H 1.970 -1.174 3.536
H 0.626 -2.972 1.692
H 0.130 -1.598 1.088
H -0.338 -1.828 3.990
H -1.115 -2.783 3.046
H 1.869 -1.132 -2.601
H 2.941 -0.202 -1.817
O 2.783 -1.103 -2.021
H 4.454 -0.997 -0.345
H 4.809 -0.036 0.818
O 4.196 -0.248 0.071
H 0.551 -1.282 -4.371
H -0.497 -1.137 -3.201
O 0.481 -1.041 -3.460
H -2.103 -2.717 -1.707
H -2.143 -1.295 -1.647
O -1.879 -1.926 -2.227
H 0.726 0.933 -3.161
H -0.663 1.798 -3.518
O 0.164 1.809 -2.965
H -2.485 2.243 0.476
H -2.371 2.845 1.888
O -2.103 2.891 1.011
H -2.241 -0.580 2.753
H -3.455 0.237 3.101
O -2.751 0.104 2.358
H -2.732 0.280 -2.808
H -2.340 -0.182 -4.180
O -2.089 0.476 -3.507
H -3.034 0.291 0.939
H -4.153 0.363 -0.072
O -3.219 0.695 -0.050
```

Gap between HOMO and LUMO (alpha / beta) ... 3.15 / 9.48 eV
F_max ... 5.384 eV Å⁻¹
2S+1 ... 2
DFT total energy ... -27559.82352 eV

Here are the Löwdin charges for atoms 1 to 8, given in e: N 0.156; C -0.142; C -0.271; N -0.087; C -0.145; C -0.306; N 0.003; H 0.116

Entry 2:
Computed, not measured: a structure of composition C5H7FLiO4, with wB97M-V/def2-TZVPD.

Geometry as XYZ:
```
18
Properties=species:S:1:pos:R:3
Li -1.470 -4.909 1.898
O -0.208 -3.679 2.767
C -0.687 -2.828 1.979
O -1.548 -3.105 1.108
O -0.110 -1.611 1.992
C -0.458 -0.728 0.937
H -0.181 -1.174 -0.030
H -1.544 -0.549 0.952
C 0.265 0.582 1.106
H -0.005 1.103 2.031
H 1.339 0.509 0.894
F -0.217 1.424 -0.180
O 1.256 0.611 -2.882
C 1.052 1.540 -2.175
C 0.695 2.941 -2.550
H 1.579 3.581 -2.420
H -0.067 3.305 -1.847
H 0.311 2.987 -3.579
```

Gap between HOMO and LUMO (alpha / beta) ... 6.41 / 9.42 eV
F_max ... 4.113 eV Å⁻¹
2S+1 ... 2
DFT total energy ... -16410.15081 eV

Here are the Löwdin charges for atoms 1 to 8, given in e: Li 0.837; O -0.082; C -0.803; O -0.086; O 0.018; C -0.191; H 0.140; H 0.138

Entry 3:
Computed, not measured: a structure of composition C3H5IN4S, with wB97M-V/def2-TZVPD.

Geometry as XYZ:
```
14
Properties=species:S:1:pos:R:3
C 1.624 -2.338 0.993
C -0.941 0.904 -0.142
C 1.695 -0.190 -0.291
N 0.815 -3.445 0.898
N 0.120 -3.193 -0.190
N 0.334 -2.040 -0.709
N 1.315 -1.493 0.018
S 0.717 1.193 0.564
I 3.800 0.294 -0.016
H 2.218 -2.112 1.873
H -1.613 1.444 0.506
H -1.032 -0.183 -0.118
H -1.036 1.371 -1.090
H 1.409 0.160 -1.710
```

Gap between HOMO and LUMO ... 8.94 eV
Energy above the lowest of the compared OMol25 structures with the same formula, charge and spin ... 11.48 kcal/mol
F_max ... 5.950 eV Å⁻¹
2S+1 ... 1
DFT total energy ... -28084.72815 eV

Here are the Löwdin charges for atoms 1 to 8, given in e: C -0.141; C -0.390; C -1.033; N 0.038; N -0.064; N 0.030; N -0.270; S 0.681

Entry 4:
Computed, not measured: a structure of composition C57H48N5O5SSiSnTe, with wB97M-V/def2-TZVPD.

Geometry as XYZ:
```
119
Properties=species:S:1:pos:R:3
Sn -0.265 -0.486 -1.104
C 5.721 4.280 -1.368
C 4.739 3.181 -1.116
C 5.152 1.918 -0.679
C 4.263 0.884 -0.478
C 4.663 -0.411 0.166
O 3.890 -1.014 0.872
C 6.049 -0.921 -0.053
C 6.628 -1.676 0.967
C 7.904 -2.187 0.816
C 8.603 -1.972 -0.365
C 8.017 -1.256 -1.398
C 6.747 -0.725 -1.243
C 2.860 1.094 -0.745
O 2.017 0.168 -0.661
C 2.443 2.430 -1.104
C 3.360 3.426 -1.282
C 0.967 2.662 -1.139
N 0.289 2.692 -0.056
C 0.837 2.586 1.283
C 0.647 3.938 1.959
Te -1.121 4.786 1.059
C -0.133 5.942 -0.419
C -0.651 5.947 -1.710
C -0.009 6.669 -2.703
C 1.135 7.396 -2.408
C 1.630 7.415 -1.110
C 0.997 6.693 -0.111
C 0.258 2.751 -2.426
C -1.139 2.652 -2.457
C -1.819 2.722 -3.657
C -1.115 2.878 -4.846
C 0.270 2.958 -4.827
C 0.956 2.890 -3.625
H 6.727 3.990 -1.074
H 5.441 5.182 -0.821
H 5.736 4.534 -2.430
H 6.197 1.763 -0.441
H 6.064 -1.842 1.876
H 8.356 -2.760 1.615
H 9.605 -2.364 -0.480
H 8.552 -1.113 -2.328
H 6.290 -0.175 -2.055
H 3.022 4.420 -1.549
H 1.881 2.266 1.310
H 0.241 1.827 1.797
H 1.471 4.620 1.754
H 0.509 3.845 3.033
H -1.548 5.387 -1.940
H -0.409 6.663 -3.708
H 1.637 7.959 -3.183
H 2.507 8.002 -0.871
H 1.377 6.734 0.903
H -1.681 2.524 -1.527
H -2.898 2.646 -3.667
H -1.646 2.932 -5.787
H 0.818 3.064 -5.753
H 2.037 2.959 -3.613
N -4.172 -6.216 1.852
C -3.974 -4.954 1.377
C -3.036 -4.720 0.361
C -2.830 -3.442 -0.109
C -3.558 -2.383 0.422
C -4.506 -2.596 1.417
C -4.716 -3.873 1.888
S -3.159 -0.761 -0.118
O -2.690 -0.876 -1.501
O -4.229 0.161 0.107
N -1.765 -0.271 0.628
C -1.571 -0.348 1.964
N -2.542 -0.745 2.796
C -2.264 -0.846 4.084
C -1.010 -0.568 4.602
C -0.069 -0.139 3.677
N -0.339 -0.004 2.392
H -3.629 -6.985 1.506
H -4.809 -6.376 2.607
H -2.476 -5.547 -0.059
H -2.114 -3.245 -0.894
H -5.066 -1.756 1.796
H -5.458 -4.055 2.656
H -3.090 -1.177 4.707
H -0.786 -0.678 5.652
H 0.949 0.094 3.977
O 0.165 -2.525 -0.639
Si 1.150 -3.691 -0.189
C 0.252 -5.367 -0.387
C 0.197 -6.284 0.660
C -0.482 -7.488 0.504
C -1.102 -7.783 -0.702
C -1.029 -6.884 -1.759
C -0.351 -5.683 -1.602
C 2.617 -3.937 -1.394
C 3.229 -5.172 -1.586
C 4.319 -5.286 -2.441
C 4.788 -4.174 -3.125
C 4.179 -2.943 -2.943
C 3.097 -2.824 -2.079
C 1.811 -3.562 1.564
C 3.127 -3.897 1.881
C 3.581 -3.823 3.189
C 2.717 -3.431 4.202
C 1.407 -3.082 3.900
C 0.960 -3.142 2.589
H 0.673 -6.051 1.606
H -0.527 -8.197 1.322
H -1.642 -8.714 -0.821
H -1.495 -7.122 -2.707
H -0.297 -4.977 -2.424
H 2.858 -6.050 -1.071
H 4.796 -6.249 -2.576
H 5.623 -4.274 -3.809
H 4.540 -2.071 -3.479
H 2.622 -1.864 -1.925
H 3.800 -4.214 1.092
H 4.610 -4.072 3.419
H 3.068 -3.387 5.225
H 0.735 -2.767 4.689
H -0.063 -2.869 2.346
```

Gap between HOMO and LUMO (alpha / beta) ... 4.04 / 3.57 eV
Energy above the lowest of the compared OMol25 structures with the same formula, charge and spin ... 8.93 kcal/mol
F_max ... 2.386 eV Å⁻¹
Net charge ... +1
2S+1 ... 1
DFT total energy ... -109408.59269 eV

Here are the Löwdin charges for atoms 1 to 8, given in e: Sn 1.439; C -0.020; C -0.197; C 0.044; C -0.006; C -0.285; O 0.142; C -0.154